20
Properties=species:S:1:pos:R:3:forces:R:3 method="wB97M-V/def2-TZVPD" spin_multiplicity=2 gap_ev="10.0940 / 6.3391" relative_energy_kcal_mol=30.49 total_energy_ev=-23328.4433 largest_force_ha_per_bohr=0.077 homo_ev="-10.55 / -10.55"
S -2.227819 -0.083592 -0.360954 -1.4793 -1.7064 0.4667
H -3.106564 -1.185420 -0.129026 1.1143 1.4028 -0.2955
H -0.272146 -3.245338 -1.580112 0.9003 0.3035 0.2981
H 0.145417 -1.938983 -0.882835 0.7496 -1.4190 -0.6308
O 0.520662 -2.818610 -1.183713 -1.6685 1.1479 0.3002
H 0.798794 2.030521 1.853738 2.2577 -2.2050 -0.4455
H 2.302804 1.878954 2.181013 0.4656 -0.0814 0.1995
O 1.591388 1.346966 1.824579 -2.3841 2.1420 0.1960
H 2.180209 -0.922476 -0.772012 0.6874 0.5872 -0.0540
H 2.363800 0.516306 -0.360691 -1.2487 1.8866 1.1198
O 2.836776 -0.200414 -0.696041 0.6920 -2.5215 -1.0085
H -1.137235 1.769906 0.066683 2.4169 2.2611 0.9270
H 0.172356 2.398943 -0.582291 -0.7694 0.0231 1.6726
O -0.336617 2.405558 0.288660 -1.8477 -1.7673 -2.6341
H -0.653590 -0.321721 2.405272 0.0661 0.1574 -0.6979
H -0.406482 -1.842427 2.833076 -0.0957 2.1521 0.3320
O -0.452055 -0.884767 3.141663 0.0595 -2.3461 0.4159
H -0.786804 0.362063 -2.015115 2.9451 -0.2683 -2.6366
H -0.109515 0.249657 -3.517206 -0.4037 -0.0383 -0.1312
O 0.109104 0.349702 -2.590801 -2.4576 0.2897 2.6063

20
Properties=species:S:1:pos:R:3:forces:R:3 method="wB97M-V/def2-TZVPD" gap_ev=9.9619 charge=-1 relative_energy_kcal_mol=1.37 total_energy_ev=-14546.2617 largest_force_ha_per_bohr=0.050 homo_ev=-6.30
O -0.299464 1.158169 -1.805852 0.0028 -1.0778 0.0951
H -0.795770 0.205880 -1.612501 -0.0558 1.4036 0.3272
O 1.893266 1.787056 1.243897 -0.3385 0.1711 -0.1018
H 1.103809 1.288523 1.558072 0.4532 -0.0961 0.0109
H 2.047747 1.452020 0.351467 0.1325 -0.1036 0.1407
O 2.184701 0.220710 -1.407333 -2.1904 1.3560 -0.2603
H 1.217391 0.738070 -1.549214 2.0581 -1.5005 0.0396
H 2.398652 -0.146411 -2.270442 -0.0792 0.1361 0.0082
O -1.626517 -0.996296 -1.105070 0.1076 0.1027 -0.7335
H -0.526262 1.813340 -1.128908 -0.1638 -0.5923 -0.0953
H -2.036498 -1.485940 -1.838653 0.2786 0.3177 0.4989
O -2.631525 -0.190836 1.167215 -0.2967 0.5099 -0.7991
H -2.454905 -0.468275 0.192079 0.2232 -0.2381 1.0223
H -2.710019 -0.976851 1.708872 0.0931 -0.2478 -0.2405
O 0.649535 -1.815934 0.033053 -1.8799 0.1006 -0.6891
H 1.335840 -1.332894 -0.438973 0.1221 0.3098 -0.1076
H -0.255091 -1.568747 -0.478049 1.5975 -0.4810 0.9367
O -0.007439 -0.036893 2.143242 -1.1213 0.3901 -0.4962
H 0.301068 -0.763614 1.541174 -0.4308 0.4973 0.0798
H -0.926420 0.237095 1.811859 1.4877 -0.9578 0.3639

22
Properties=species:S:1:pos:R:3:forces:R:3 method="wB97M-V/def2-TZVPD" gap_ev=9.7758 relative_energy_kcal_mol=28.21 total_energy_ev=-34182.3995 smiles=SS.O.O.O.O.O.O largest_force_ha_per_bohr=0.069 homo_ev=-9.84
S -1.286119 0.697524 -2.485957 0.2246 2.4339 1.3568
S -2.621523 2.160750 -3.162894 -0.2361 -0.1245 0.0645
H -1.430093 -0.145253 -3.417409 -0.3681 -1.6227 -1.8576
H -2.013198 2.954426 -4.097957 0.4065 -0.6884 0.4745
O 0.217736 -1.251710 3.184017 -0.2211 -0.4082 0.0668
H -0.175177 -1.827077 3.864858 0.2473 0.3853 -0.5769
H 0.128305 -1.723460 2.329578 0.0048 -0.0639 0.4529
O -0.090323 0.916410 1.288148 -0.5014 0.7596 -1.0140
H 0.395822 0.530253 2.009326 0.0563 -0.7264 0.4744
H -0.466461 0.217173 0.733284 0.3404 -0.0359 0.4708
O 2.604549 -0.906532 -0.822448 3.3035 -1.2014 0.2605
H 3.566859 -0.639297 -0.993493 -1.8324 -1.1259 0.5178
H 2.214891 -0.110045 -1.078982 -1.6448 2.2622 -0.8519
O 2.336120 1.854611 -1.535270 2.0999 -1.5276 -0.3431
H 1.612469 2.380432 -1.359225 -3.0465 1.8440 -0.1377
H 2.696157 1.873658 -0.654348 0.8984 -0.2451 0.6319
O 0.466406 -2.396184 0.565218 -0.0148 0.2609 0.5879
H 1.171934 -1.818876 0.232754 0.0397 -0.3245 -0.3712
H -0.055985 -2.733274 -0.163201 0.1213 0.1199 -0.2219
O -3.095561 -0.387416 1.926075 -3.0800 0.6723 -1.1813
H -2.321754 0.136976 2.073568 0.6349 0.8936 0.0755
H -3.855052 0.216913 1.564360 2.5678 -1.5373 1.1214

21
Properties=species:S:1:pos:R:3:forces:R:3 method="wB97M-V/def2-TZVPD" gap_ev=9.7701 relative_energy_kcal_mol=79.03 total_energy_ev=-14558.0344 smiles=O.O.O.O.O.O.O largest_force_ha_per_bohr=0.135 homo_ev=-10.11
O -3.029323 0.424645 0.554204 0.1132 -0.0283 -5.1561
H -3.430252 0.623485 -0.414534 1.9356 -0.9726 2.8079
H -3.730629 0.822831 0.990254 -1.9943 1.1768 2.3492
O 1.588195 -1.584168 1.040265 -2.8693 -0.7651 -0.3138
H 1.241194 -0.586052 1.065666 -0.0254 -3.4976 -0.3226
H 0.795168 -2.288086 0.759970 3.0226 3.5137 1.1387
O -3.137476 -2.376991 0.314894 -3.0382 3.4242 -0.3890
H -3.110326 -1.362321 0.498064 0.3523 -2.6883 -0.2991
H -2.331939 -2.761990 0.499842 2.7125 -0.9313 0.7103
O 2.729509 -0.762834 -1.300924 -1.4014 1.8926 -1.7904
H 1.945077 -0.200783 -1.588769 1.7698 -0.9774 -0.3331
H 2.358294 -1.003398 -0.470902 0.0968 -1.2275 1.7149
O 0.104970 0.418977 0.418641 1.3628 -1.9354 6.2483
H 0.265531 0.717802 -0.379590 0.5060 2.4338 -6.5001
H -0.768387 0.407773 0.712335 -2.3846 0.2799 0.1290
O 0.682488 0.921454 -2.410048 0.8565 1.7573 0.4804
H 0.116240 0.881507 -3.171599 -0.4153 -0.1899 -0.5545
H 1.139906 1.802455 -2.488162 -0.5573 -1.3080 0.1227
O 2.218126 2.334679 1.596089 2.8813 2.6757 0.4224
H 2.762675 1.868902 2.221532 1.2145 0.3134 0.5433
H 1.590959 1.702116 1.552772 -4.1382 -2.9457 -1.0084

21
Properties=species:S:1:pos:R:3:forces:R:3 method="wB97M-V/def2-TZVPD" gap_ev=8.7072 relative_energy_kcal_mol=108.77 total_energy_ev=-14556.7447 smiles=O.O.O.O.O.O.O largest_force_ha_per_bohr=0.094 homo_ev=-8.96
O -0.715699 -1.245214 -0.745111 -1.4316 0.4539 1.3846
H -0.480129 -1.705045 0.085473 -0.6730 0.2693 -0.9398
H -0.129714 -1.633452 -1.371041 0.6151 -0.4472 -0.6431
O -0.151365 3.112629 -0.265705 2.6545 1.8844 0.2520
H 0.464552 3.933277 -0.144266 -1.9967 -1.9025 -0.2616
H 0.555101 2.449562 -0.380436 -0.6388 -0.0141 0.0146
O 3.577188 0.306186 -1.025382 0.9414 0.4000 0.9019
H 3.624530 -0.357315 -0.317438 0.2551 0.4555 -0.8314
H 2.932667 0.106521 -1.684231 -0.6039 -0.4162 -0.7047
O 1.609798 -1.854438 -0.292739 2.0533 0.4122 -0.0842
H 1.309300 -1.319221 0.449459 -0.2895 -0.1358 -0.0101
H 2.262886 -1.257394 -0.726225 -0.9046 -1.0087 0.1887
O -4.552544 -0.943744 0.299362 -4.0480 -1.1459 -2.4112
H -4.445154 -0.458984 1.092978 0.1173 0.3464 1.1052
H -4.941021 -0.193449 -0.290058 1.0920 -2.4101 1.5356
O 3.118968 -0.023456 1.841280 -0.9708 -0.8473 -1.7565
H 2.645463 -0.373092 1.024414 0.7282 1.0021 2.0520
H 3.883831 -0.604092 1.865089 0.2864 -0.0885 0.4254
O -3.201136 0.664338 0.201278 2.6720 2.5915 2.5455
H -2.689912 0.770542 -0.562057 1.1220 0.3445 -2.1655
H -2.474094 0.511731 0.854461 -0.9803 0.2566 -0.5974

21
Properties=species:S:1:pos:R:3:forces:R:3 method="wB97M-V/def2-TZVPD" gap_ev=9.5526 relative_energy_kcal_mol=88.58 total_energy_ev=-14557.6203 smiles=O.O.O.O.O.O.O largest_force_ha_per_bohr=0.067 homo_ev=-9.61
O -1.748186 -0.886813 0.826329 -0.2286 0.6104 0.3326
H -2.229707 -1.270925 1.567669 0.2140 -0.0546 0.0202
H -1.759038 0.060245 1.005085 0.0113 -0.0686 0.2259
O 0.493169 0.036584 -3.190637 0.6135 -0.7903 -3.2160
H 0.210163 -0.657602 -2.584828 0.1658 0.2409 -0.4480
H -0.327501 0.352249 -3.585408 0.2056 -0.0536 -0.0481
O 0.870247 -1.783475 0.694224 0.5361 -0.0154 0.2060
H 1.146529 -1.108766 0.063806 -0.1425 -0.4191 -0.1205
H 1.623844 -2.382478 0.741943 0.0081 0.0129 0.0010
O -3.453588 -2.464442 -0.384759 -0.5766 -0.2593 -0.2044
H -3.842109 -1.911838 0.302751 0.1135 -0.0296 -0.2273
H -3.927972 -2.211658 -1.184789 0.0466 -0.1018 0.0548
O 3.439920 0.838612 1.126423 -0.1733 0.0606 0.1512
H 4.031668 1.125937 1.830887 0.0176 -0.0038 -0.1063
H 2.660176 0.515975 1.592143 0.0681 -0.1429 0.0064
O 0.620341 3.905121 1.900796 -0.0075 -0.2141 -0.0925
H 0.875485 3.035138 2.227935 0.0131 0.1305 0.0200
H 0.864226 3.885893 0.968518 0.0222 0.0718 0.0522
O -0.079827 0.282883 -1.171692 -0.6958 0.9838 3.2247
H -0.939342 0.651737 -0.938947 -0.0502 -0.2196 0.0989
H 0.476964 0.488331 -0.412241 -0.1610 0.2616 0.0691